Formula: C35H70Cl25F3NO3S
Source: the OMol25 dataset
Level of theory: ωB97M-V/def2-TZVPD

The geometry in XYZ format:
```
138
Properties=species:S:1:pos:R:3:forces:R:3
C -2.2962 0.0771 -2.6995 0.25 -0.37 0.64
C -1.8797 0.7737 -1.2756 -0.49 -0.60 0.89
C -1.2281 -0.3019 -0.1750 -0.38 0.40 -0.23
C -0.8932 2.0762 -1.3965 -0.75 0.16 0.51
C -1.8239 3.3940 -0.9546 -0.31 0.05 -1.11
C -0.3479 2.4035 -2.9069 -1.14 2.62 1.06
O 0.5361 1.3837 -3.4898 -1.56 -0.46 1.24
N 1.4345 1.9093 -4.3441 2.29 1.05 -1.37
C 0.8440 2.6314 -5.5331 -0.85 1.10 -3.47
C 1.9585 2.9610 -6.7332 0.40 1.29 0.63
C 1.4504 4.3486 -7.5170 -0.01 -0.24 -0.26
C 0.1989 3.9301 -8.4899 -0.53 -0.72 1.24
S 0.8297 3.7686 -10.2643 6.06 -0.09 -2.07
O 1.7154 2.4697 -10.3703 -4.05 4.38 0.81
O 1.6388 5.0220 -10.7206 -3.78 -4.24 2.02
Cl -0.9197 3.5891 -11.4629 1.35 0.09 1.19
C 2.3609 0.7380 -4.7324 1.95 -4.87 1.21
F 1.8241 -0.0791 -5.8549 2.22 3.60 4.01
F 2.3303 -0.1735 -3.5273 0.52 3.23 -4.57
F 3.7803 1.1419 -4.8877 -5.69 -1.23 0.12
H -2.6456 0.8871 -3.5031 0.67 -1.89 1.74
H -1.3632 -0.5497 -3.1025 -2.12 1.37 0.68
H -3.1882 -0.6782 -2.4583 2.01 1.70 -0.78
H -2.9004 1.1291 -0.7690 2.29 -0.59 -1.14
H -0.3799 -0.9315 -0.6789 -1.54 1.10 0.92
H -0.7571 0.2990 0.7417 -1.16 -1.31 -2.18
H -2.0756 -1.0179 0.2650 2.03 1.59 -1.09
H -0.0178 1.9442 -0.5957 -1.69 0.41 -2.21
H -1.8961 3.5106 0.2075 0.35 -0.23 -2.39
H -2.9340 3.2439 -1.3670 2.46 0.21 0.89
H -1.4363 4.3853 -1.4824 -0.62 -1.91 1.45
H 0.2984 3.4042 -2.8305 -1.32 -1.96 -0.08
H -1.2690 2.6155 -3.6312 2.06 -0.59 1.50
H 2.0818 2.6044 -3.8638 -0.59 -0.73 -0.16
H 0.3794 3.6982 -5.2669 1.07 -2.75 0.12
H 0.0246 1.9274 -5.9961 1.52 1.36 1.28
H 2.0967 2.0537 -7.4671 -0.28 1.92 1.44
H 2.9935 3.2620 -6.2382 -2.06 -0.85 -1.00
H 2.3348 4.8397 -8.1429 -1.90 -1.22 1.34
H 1.0687 5.1747 -6.7500 0.87 -1.88 -1.58
H -0.7432 4.6209 -8.4169 2.02 -1.12 -0.52
H -0.1324 2.8392 -8.1591 0.54 2.23 -1.18
Cl -3.8865 -0.6106 2.2810 -0.10 -0.01 -0.11
C -3.1549 -0.7866 3.8954 0.13 0.12 0.48
C -1.8454 -0.0241 4.0188 -0.45 0.12 0.21
Cl -0.5530 -0.7412 3.0240 0.19 0.05 0.19
H -3.0196 -1.8546 4.0927 -0.23 0.62 -0.14
H -3.8804 -0.3969 4.6156 0.15 0.07 -0.13
H -1.4968 -0.0490 5.0552 -0.17 -0.04 -0.57
H -1.9591 1.0236 3.7231 0.02 -0.23 -0.04
Cl 5.6407 4.5716 -9.8853 0.01 0.07 0.10
C 5.0800 3.3584 -11.0626 -0.17 -0.37 -0.25
C 6.1467 2.3190 -11.3684 -0.17 -0.06 0.10
Cl 7.5162 3.0075 -12.2763 -0.01 0.00 0.06
H 4.7593 3.8850 -11.9668 0.16 -0.07 0.22
H 4.2038 2.8725 -10.6231 0.16 0.05 -0.10
H 5.7240 1.5239 -11.9893 -0.02 0.19 0.07
H 6.5405 1.8639 -10.4541 -0.05 0.20 -0.17
Cl -5.1749 5.0973 0.2574 0.09 -0.11 -0.06
C -4.8624 6.2900 1.5427 0.07 0.29 0.30
C -3.4421 6.8300 1.4922 -0.26 0.28 -0.08
Cl -2.2364 5.5939 1.9304 0.07 -0.02 0.04
H -5.0799 5.8171 2.5055 0.12 0.03 -0.25
H -5.5753 7.1069 1.3962 0.16 -0.07 -0.01
H -3.3298 7.6488 2.2086 -0.09 -0.17 -0.07
H -3.1906 7.2115 0.4975 -0.08 -0.19 0.19
Cl -4.8142 -4.9146 4.5624 0.01 0.09 0.00
C -3.5896 -5.5949 3.4624 0.24 -0.16 -0.19
C -2.1727 -5.3311 3.9467 -0.09 -0.40 0.05
Cl -1.7385 -3.6061 3.8489 0.32 -0.68 -0.06
H -3.7590 -5.1773 2.4651 0.07 0.01 0.26
H -3.7709 -6.6727 3.4152 0.10 0.17 0.07
H -1.4586 -5.8725 3.3197 -0.17 0.09 0.00
H -2.0327 -5.6579 4.9820 -0.13 0.14 -0.21
Cl 0.8469 2.8422 6.1985 -0.02 0.02 -0.18
C 0.2440 2.4705 7.8327 -0.13 -0.14 0.39
C 0.3085 0.9838 8.1445 0.35 0.48 0.15
Cl -0.8523 0.0422 7.1751 0.16 0.12 0.26
H -0.7773 2.8554 7.9139 0.21 -0.15 -0.11
H 0.8732 3.0246 8.5356 -0.05 -0.18 -0.11
H 0.0551 0.8126 9.1946 0.13 0.29 -0.35
H 1.3088 0.5770 7.9652 -0.25 0.09 -0.07
Cl 2.7521 5.7991 0.5626 -0.02 -0.01 -0.12
C 2.1491 5.4274 2.1968 -0.15 -0.10 0.39
C 2.2137 3.9407 2.5085 0.29 0.24 0.25
Cl 1.0529 2.9991 1.5391 -0.04 -0.01 -0.03
H 1.1278 5.8124 2.2780 0.19 -0.15 -0.11
H 2.7784 5.9815 2.8997 -0.05 -0.18 -0.12
H 1.9602 3.7696 3.5586 -0.03 0.09 -0.17
H 3.2139 3.5339 2.3292 -0.26 0.11 -0.06
Cl -9.6286 4.3996 2.4555 0.01 0.05 0.01
C -9.8015 5.1038 0.8287 -0.01 0.09 -0.27
C -8.7804 6.1991 0.5654 0.03 -0.26 -0.17
Cl -9.0805 7.6504 1.5540 0.05 0.02 0.05
H -10.8261 5.4748 0.7260 0.26 -0.01 0.10
H -9.6622 4.2872 0.1141 0.07 0.16 0.10
H -8.8333 6.5131 -0.4809 -0.07 -0.08 0.15
H -7.7604 5.8566 0.7666 -0.33 0.02 0.02
Cl -0.9100 -1.0377 10.0911 -0.20 -0.54 0.42
C -0.8049 -1.9223 11.6335 0.01 -0.16 0.37
C -0.5397 -0.9963 12.8098 -0.34 -0.19 0.03
Cl 1.0957 -0.2917 12.7561 0.01 0.09 -0.05
H -0.0248 -2.6838 11.5361 -0.08 0.27 -0.01
H -1.7628 -2.4324 11.7714 0.13 0.16 0.03
H -0.6120 -1.5555 13.7470 0.04 0.02 -0.20
H -1.2620 -0.1746 12.8473 0.21 -0.16 -0.10
Cl 3.5774 -2.6955 11.0203 -0.01 -0.04 0.00
C 4.4240 -1.4395 11.9575 0.16 0.25 0.17
C 5.9335 -1.6178 11.9246 -0.07 0.21 -0.13
Cl 6.4596 -3.0656 12.8195 -0.03 0.00 -0.04
H 4.0378 -1.4611 12.9813 0.12 -0.10 -0.23
H 4.1543 -0.4772 11.5124 0.10 -0.15 0.03
H 6.4197 -0.7600 12.3978 -0.16 -0.11 -0.02
H 6.3080 -1.6983 10.8992 -0.16 -0.07 0.22
Cl 4.8325 -4.3007 -2.5986 -0.06 -0.01 -0.02
C 4.2078 -4.0875 -4.2529 -0.07 0.04 -0.24
C 2.7632 -3.6136 -4.2647 0.20 0.19 -0.11
Cl 1.6396 -4.8658 -3.6788 0.02 0.07 0.01
H 4.3251 -5.0364 -4.7855 -0.10 0.18 0.18
H 4.8462 -3.3436 -4.7386 -0.15 -0.06 0.08
H 2.4599 -3.3705 -5.2871 0.10 -0.12 0.10
H 2.6267 -2.7198 -3.6477 0.08 -0.30 -0.03
Cl 0.1746 -9.2985 -2.0026 -0.08 0.03 0.03
C 1.0349 -7.7942 -1.5910 0.19 0.27 0.08
C 0.9525 -7.4730 -0.1072 0.35 -0.07 -0.08
Cl -0.6968 -7.0218 0.3929 -0.07 -0.02 0.01
H 0.6192 -6.9868 -2.2019 -0.01 -0.24 0.23
H 2.0797 -7.9376 -1.8821 -0.15 0.03 0.13
H 1.5973 -6.6206 0.1252 -0.11 -0.10 -0.14
H 1.2735 -8.3200 0.5074 -0.16 0.13 -0.20
Cl 3.0974 -13.4311 -5.6732 -0.02 -0.02 -0.02
C 1.9681 -12.1495 -5.1685 -0.17 0.22 0.11
C 1.3433 -12.4359 -3.8123 0.12 0.24 0.00
Cl 0.2221 -13.8193 -3.8668 0.04 -0.02 -0.01
H 1.2075 -12.0404 -5.9478 0.13 -0.13 0.21
H 2.5441 -11.2205 -5.1228 -0.09 -0.15 0.09
H 0.7618 -11.5710 -3.4806 0.13 -0.14 -0.16
H 2.1041 -12.6456 -3.0537 -0.13 -0.03 -0.24
```
Positions in Å, forces in eV/Å.

## Properties
F_max ... 6.40 eV Å⁻¹
Orbital gap ... 7.9935 eV
DFT total energy ... -377097.25787 eV
Total charge ... +1